# C43H45N3PS2Ta

A structure of composition C43H45N3PS2Ta (ωB97M-V/def2-TZVPD, OMol25).

Positions of all 95 atoms, in Å:
Ta (-0.55727, -0.01373, 0.62338)
C (-3.64523, -0.02773, -0.49982)
N (-2.95595, 0.16403, 0.80385)
C (-3.40358, -0.92100, 1.73904)
C (-2.76859, -2.23204, 1.33607)
N (-1.29979, -2.13098, 1.52032)
C (-0.67526, -3.33080, 0.88299)
C (-0.89092, -2.16383, 2.93620)
C (-1.59190, -2.82983, 3.92737)
C (-1.08126, -2.86717, 5.21993)
C (0.13585, -2.27713, 5.51578)
C (0.85631, -1.63786, 4.51892)
C (0.33708, -1.57611, 3.23509)
S (1.24430, -0.75034, 1.96019)
C (-3.37156, 1.43938, 1.41731)
C (-4.61142, 2.01972, 1.19432)
C (-4.95096, 3.18627, 1.86755)
C (-4.06887, 3.76667, 2.76382)
C (-2.83168, 3.18601, 2.99380)
C (-2.48133, 2.02624, 2.31552)
S (-0.89844, 1.29177, 2.54770)
H (-4.71402, -0.18228, -0.35350)
H (-3.25550, -0.91001, -1.00031)
H (-3.49505, 0.85224, -1.12233)
H (-4.49423, -0.96349, 1.73692)
H (-3.07291, -0.65432, 2.74418)
H (-2.94502, -2.46238, 0.28418)
H (-3.18634, -3.06327, 1.90165)
H (-0.85961, -3.32458, -0.18916)
H (-1.11651, -4.23317, 1.31120)
H (0.39325, -3.33093, 1.08115)
H (-2.53150, -3.32270, 3.72834)
H (-1.63921, -3.37206, 5.99527)
H (0.52610, -2.31511, 6.52296)
H (1.81192, -1.17968, 4.73222)
H (-5.32287, 1.59062, 0.50637)
H (-5.91616, 3.63880, 1.68885)
H (-4.34175, 4.67583, 3.28105)
H (-2.12912, 3.63382, 3.68304)
C (0.44220, 1.05148, -3.77349)
C (1.84386, 0.52366, -3.65951)
C (2.48291, 0.23831, -4.86527)
C (3.82091, -0.09472, -4.92585)
C (4.56099, -0.11888, -3.75548)
C (3.94090, 0.12317, -2.54509)
C (2.56928, 0.40918, -2.46081)
P (1.86499, 0.79098, -0.77628)
C (3.26169, 0.43883, 0.33895)
C (3.71685, -0.88619, 0.25302)
C (4.70026, -1.36783, 1.09006)
C (5.23960, -0.52104, 2.04992)
C (4.75964, 0.76807, 2.17447)
C (3.75259, 1.27482, 1.34900)
C (3.20901, 2.63972, 1.67514)
C (1.46337, 2.54310, -0.85080)
C (2.41646, 3.51337, -1.15971)
C (2.07037, 4.84950, -1.12630)
C (0.77046, 5.21486, -0.78650)
C (-0.18975, 4.24931, -0.53968)
C (0.13500, 2.89327, -0.60364)
C (-0.94324, 1.84522, -0.52955)
H (0.40242, 1.80900, -4.55539)
H (0.12412, 1.54093, -2.86373)
H (-0.26807, 0.26896, -4.05555)
H (1.91203, 0.32258, -5.78129)
H (4.28966, -0.29630, -5.87880)
H (5.62234, -0.32112, -3.77860)
H (4.55005, 0.09960, -1.65805)
H (3.29537, -1.55065, -0.49260)
H (5.04526, -2.38793, 0.99605)
H (6.01673, -0.87326, 2.71351)
H (5.15419, 1.40820, 2.95319)
H (3.45571, 2.88838, 2.70588)
H (2.12444, 2.68937, 1.57047)
H (3.63515, 3.41668, 1.04028)
H (3.43107, 3.21746, -1.39814)
H (2.80762, 5.60808, -1.34672)
H (0.50222, 6.26122, -0.74165)
H (-1.21029, 4.54303, -0.32761)
H (-1.27477, 1.63139, -1.54950)
H (-1.82565, 2.31236, -0.08638)
N (-0.81417, -1.05592, -1.58087)
C (-1.14241, -2.29769, -2.27098)
C (-2.37243, -2.46487, -2.88599)
C (-2.64136, -3.64853, -3.56138)
C (-1.68422, -4.64759, -3.63568)
C (-0.43968, -4.45426, -3.05055)
C (-0.16457, -3.27780, -2.37273)
H (0.16232, -0.86625, -1.82642)
H (-1.30863, -0.29922, -2.05176)
H (-3.11145, -1.67342, -2.88780)
H (-3.59936, -3.77655, -4.04480)
H (-1.89965, -5.56635, -4.16150)
H (0.32315, -5.21599, -3.12860)
H (0.81347, -3.12062, -1.93034)

Calculated values
Frontier orbital gap, eV: 7.2
Energy above the lowest of the compared OMol25 structures with the same formula, charge and spin, eV: 0.036
Maximum force, eV/A: 0.46
Net charge: +2

=====

# C5H6FNO

An isolated molecule of C5H6FNO (ωB97M-V/def2-TZVPD, OMol25).

Positions of all 14 atoms, in Å:
F (-2.75237, -1.39283, 0.17545)
C (-2.72603, -0.07145, -0.13074)
C (-1.40394, 0.46106, -0.06345)
C (-0.17692, -0.26448, 0.14716)
N (0.22890, -1.50215, -0.13403)
O (1.43726, -1.57447, 0.06699)
C (2.12169, -0.36569, -0.10049)
C (1.04753, 0.63025, 0.24859)
H (-3.76418, 0.37654, -0.22888)
H (-1.34438, 1.67881, -0.22087)
H (2.51424, -0.05560, -1.04070)
H (3.07892, -0.43228, 0.46779)
H (0.93426, 1.44200, -0.56313)
H (0.80503, 1.07029, 1.37631)

Calculated values
Frontier orbital gap, eV: 8.7
Energy above the lowest of the compared OMol25 structures with the same formula, charge and spin, eV: 5.978
Maximum force, eV/A: 9.30
Structure (SMILES): F/C=C\C1=NOCC1

=====

# NO3Rb4

A structure of composition NO3Rb4 (ωB97M-V/def2-TZVPD, OMol25).

Positions of all 8 atoms, in Å:
Rb (-2.72731, 0.17492, -2.99064)
Rb (2.02921, -1.36785, -1.88930)
Rb (-0.55011, -2.70291, 1.72830)
Rb (1.59635, 1.26871, 3.24457)
N (-0.13517, 0.66610, -0.01109)
O (0.22687, -0.57773, 0.02458)
O (0.36595, 1.42911, 0.84938)
O (-0.80578, 1.10965, -0.95579)

Calculated values
Frontier orbital gap, eV: 10.0
Energy above the lowest of the compared OMol25 structures with the same formula, charge and spin, eV: 0.702
Maximum force, eV/A: 2.08
Net charge: +3

=====

# C3H6O3

An isolated molecule of C3H6O3 (ωB97M-V/def2-TZVPD, OMol25).

Positions of all 12 atoms, in Å:
O (1.53326, -1.20314, -1.32457)
C (1.06161, -0.40584, -0.55656)
O (1.68663, 0.71693, -0.17347)
C (-0.42894, -0.47758, -0.10058)
C (-1.05105, 0.61746, 0.89643)
O (-2.51748, 0.57731, 1.06707)
H (2.38112, 0.95886, -0.85033)
H (-0.39412, -1.44390, 0.35693)
H (-0.90539, -0.60026, -1.05796)
H (-0.71533, 1.65141, 0.62007)
H (-0.62451, 0.54169, 1.90770)
H (-2.85080, -0.24080, 1.03562)

Calculated values
Frontier orbital gap, eV: 11.1
Energy above the lowest of the compared OMol25 structures with the same formula, charge and spin, eV: 1.265
Maximum force, eV/A: 6.48
Structure (SMILES): O=C(O)CCO

=====

# C31H19Br2F10IN5ORb

A structure of composition C31H19Br2F10IN5ORb (ωB97M-V/def2-TZVPD, OMol25).

Positions of all 70 atoms, in Å:
Rb (13.00410, 13.14417, 6.68768)
C (17.02876, 12.76327, 5.86842)
N (16.41882, 13.40408, 7.08310)
C (16.55383, 14.83786, 7.20988)
C (15.61864, 15.62810, 6.23997)
N (14.24409, 15.89070, 6.67257)
C (13.92002, 16.92737, 7.42193)
C (14.62115, 18.19405, 7.60858)
F (15.78106, 18.42435, 6.94853)
C (14.21235, 19.14281, 8.50567)
F (15.03498, 20.23134, 8.73987)
C (12.89998, 19.14789, 9.00193)
F (12.50399, 20.09126, 9.85927)
C (12.16718, 17.96967, 8.85815)
F (10.93078, 17.81534, 9.39916)
C (12.64456, 16.94335, 8.05201)
F (11.88967, 15.79699, 8.02349)
C (16.76693, 12.52273, 8.28501)
C (15.91548, 12.77886, 9.51969)
N (14.53749, 12.48796, 9.20379)
C (13.72700, 12.67678, 10.25366)
C (13.93975, 13.27195, 11.56653)
F (14.94377, 14.16364, 11.70257)
C (13.12889, 12.97630, 12.62614)
F (13.45708, 13.35404, 13.86480)
C (11.87986, 12.33603, 12.45390)
F (11.17356, 11.94003, 13.53595)
C (11.42555, 12.09568, 11.13886)
F (10.19566, 11.72442, 10.80791)
C (12.33464, 12.25609, 10.10803)
F (11.90737, 11.76415, 8.87958)
H (18.13900, 12.61396, 5.91238)
H (16.69874, 13.35112, 4.97854)
H (16.58970, 11.74979, 5.73299)
H (17.60437, 15.18782, 7.13701)
H (16.27901, 15.04092, 8.25671)
H (15.43996, 14.95392, 5.38443)
H (16.13444, 16.56233, 5.86829)
H (17.79016, 12.82409, 8.48923)
H (16.75609, 11.46204, 7.92885)
H (16.09778, 13.79162, 9.91084)
H (16.23427, 12.12866, 10.31622)
Br (7.94712, 9.34899, 6.14414)
C (8.22917, 11.21493, 6.50244)
C (7.09515, 11.89696, 6.87069)
C (7.16700, 13.27826, 6.94455)
Br (5.69139, 14.22543, 7.67039)
C (8.24205, 14.07270, 6.43903)
C (8.19792, 15.41786, 6.18117)
C (9.32966, 15.99818, 5.62220)
C (10.51291, 15.26916, 5.37477)
N (10.53595, 13.94110, 5.63161)
C (9.44988, 13.34400, 6.08343)
C (9.51285, 11.87463, 6.19208)
O (10.62139, 11.29954, 6.10771)
H (6.20800, 11.35981, 7.21693)
H (7.32244, 16.11364, 6.35122)
H (9.26550, 17.08358, 5.50210)
H (11.39163, 15.75608, 4.93171)
I (16.33114, 7.53017, 9.80542)
C (14.93948, 8.07282, 8.33487)
C (14.89717, 7.19565, 7.22656)
C (14.23108, 7.66298, 6.06071)
C (13.68599, 8.97073, 6.07472)
N (13.71448, 9.72881, 7.19354)
C (14.28879, 9.30077, 8.28159)
H (15.21449, 6.15306, 7.15425)
H (14.13190, 6.95452, 5.22985)
H (13.09451, 9.37444, 5.23946)
H (14.13781, 9.90889, 9.18818)

Calculated values
Frontier orbital gap, eV: 4.8
Energy above the lowest of the compared OMol25 structures with the same formula, charge and spin, eV: 0.338
Maximum force, eV/A: 2.81
Net charge: -2

=====

# C31H32N2O2PbSSb

A structure of composition C31H32N2O2PbSSb (ωB97M-V/def2-TZVPD, OMol25).

Positions of all 70 atoms, in Å:
Pb (0.16990, 0.19615, 0.20544)
O (-2.17439, 0.37743, 0.61013)
C (-2.97095, 0.59617, 1.52090)
C (-4.36370, 0.84271, 1.17916)
C (-5.28589, 1.07534, 2.13244)
C (-4.88859, 1.09376, 3.50554)
C (-3.57829, 0.87613, 3.89270)
C (-2.57691, 0.61148, 2.96209)
C (-1.23285, 0.39209, 3.37759)
N (-0.11958, 0.27113, 2.61563)
C (0.92650, 0.18195, 3.45582)
C (0.47483, 0.22263, 4.76642)
N (-0.85551, 0.35023, 4.69363)
H (-4.61358, 0.84003, 0.12603)
H (-6.32020, 1.25871, 1.87378)
H (-5.63411, 1.29362, 4.26619)
H (-3.35426, 0.93863, 4.94782)
H (1.94111, 0.11005, 3.09986)
H (1.01861, 0.15536, 5.69571)
H (-1.46910, 0.40222, 5.49465)
S (-0.52654, -2.29766, -0.13790)
Sb (-0.45695, -2.88202, -2.47710)
C (-1.57945, -1.31940, -3.40687)
C (-2.89415, -1.14884, -2.99100)
C (-3.62938, -0.10955, -3.54423)
C (-3.04798, 0.73702, -4.48033)
C (-1.73269, 0.54913, -4.88194)
C (-0.98301, -0.49209, -4.34779)
C (-1.31034, -4.83509, -2.42160)
C (-2.44397, -5.12912, -3.16318)
C (-2.96525, -6.41351, -3.07347)
C (-2.35431, -7.36018, -2.26271)
C (-1.21760, -7.04289, -1.53026)
C (-0.68251, -5.76492, -1.60200)
C (1.62176, -2.91937, -2.97592)
C (2.23485, -4.13083, -3.25521)
C (3.58575, -4.13094, -3.58111)
C (4.29235, -2.93778, -3.62833)
C (3.65730, -1.73338, -3.35313)
C (2.31041, -1.71415, -3.02064)
H (-3.34861, -1.81552, -2.26739)
H (-4.66211, 0.02694, -3.25072)
H (-3.62943, 1.54027, -4.91303)
H (-1.28731, 1.20007, -5.62230)
H (0.03131, -0.65947, -4.68976)
H (-2.91103, -4.39785, -3.81113)
H (-3.84710, -6.66818, -3.64552)
H (-2.76820, -8.35783, -2.20314)
H (-0.74431, -7.78416, -0.90082)
H (0.19844, -5.50890, -1.02435)
H (1.68533, -5.06379, -3.23181)
H (4.07868, -5.06537, -3.81392)
H (5.34128, -2.94347, -3.89269)
H (4.21003, -0.80545, -3.41950)
H (1.81083, -0.77038, -2.82567)
C (3.33323, 1.71752, -0.36906)
C (3.63592, 0.63681, 0.64628)
O (2.72605, -0.47536, 0.50442)
C (3.14809, -1.64816, 1.23966)
C (3.22427, -2.87220, 0.35268)
H (3.95837, 2.58543, -0.16354)
H (2.29273, 2.04629, -0.31911)
H (3.54472, 1.38065, -1.38180)
H (3.57287, 1.03759, 1.66431)
H (4.65202, 0.26740, 0.49682)
H (2.45009, -1.82638, 2.06488)
H (4.13298, -1.45623, 1.66830)
H (2.24800, -3.11772, -0.05679)
H (3.56953, -3.71157, 0.95793)
H (3.92942, -2.71685, -0.46336)

Calculated values
Frontier orbital gap (alpha / beta), eV: 3.6 / 3.6
Energy above the lowest of the compared OMol25 structures with the same formula, charge and spin, eV: 0.575
Maximum force, eV/A: 1.60
Net charge: +3

=====

# H3O4PSi

The ion H3O4PSi with charge -2 (ωB97M-V/def2-TZVPD, OMol25).

Positions of all 9 atoms, in Å:
O (0.87718, 1.98151, -0.31417)
P (-0.14778, 0.95096, -0.00564)
O (-1.78450, 1.74113, 0.69839)
O (-0.74094, 0.43600, -1.57437)
Si (0.71402, -1.05155, 0.71188)
O (1.11270, -1.30772, 2.18734)
H (-1.69247, 0.27241, -1.26785)
H (-0.09126, -2.05316, 0.08862)
H (1.75305, -0.96958, -0.52421)

Calculated values
Frontier orbital gap, eV: 7.1
Energy above the lowest of the compared OMol25 structures with the same formula, charge and spin, eV: 2.343
Maximum force, eV/A: 6.52
Net charge: -2
Structure (SMILES): O=[P@@]([O-])(O)[SiH2][O-]

=====

# C10H13ClO3PbS

A structure of composition C10H13ClO3PbS (ωB97M-V/def2-TZVPD, OMol25).

Positions of all 29 atoms, in Å:
Cl (4.42979, 0.65080, 0.54154)
C (-0.69050, 2.43075, 2.00651)
C (-1.60823, 2.10786, 0.99620)
C (-0.95899, 2.23052, -0.24873)
H (-2.64923, 1.78102, 1.16225)
C (0.38701, 2.62233, -0.03135)
C (0.54319, 2.76867, 1.37757)
H (1.50422, 2.89341, 1.85506)
H (-0.86798, 2.33572, 3.08359)
H (-1.38098, 2.02869, -1.22947)
C (1.46674, 2.74310, -1.05797)
Pb (0.62228, 0.03446, 0.76759)
C (-1.39810, -1.09273, 2.61629)
C (2.40873, -0.70134, 2.08706)
O (-1.85595, -1.99633, 3.15748)
O (3.09566, -1.47146, 2.53171)
H (1.28095, 2.15115, -1.95597)
H (2.45286, 2.42339, -0.70863)
H (1.54634, 3.77794, -1.39362)
C (0.03951, -2.96644, -2.64635)
S (-1.00816, -1.85008, -1.72161)
C (-1.98733, -2.91318, -0.62644)
O (0.35575, -1.37895, -0.94279)
H (-0.51073, -3.48973, -3.39297)
H (0.53689, -3.56253, -1.84473)
H (0.80172, -2.24888, -3.03002)
H (-1.30082, -3.45533, 0.02163)
H (-2.70099, -2.29805, -0.05269)
H (-2.55365, -3.55480, -1.32115)

Calculated values
Frontier orbital gap (alpha / beta), eV: 5.4 / 6.0
Energy above the lowest of the compared OMol25 structures with the same formula, charge and spin, eV: 1.672
Maximum force, eV/A: 4.27
Net charge: +2

=====

Question: Among the records above, which one has the highest maximum force?
Answer: C5H6FNO

=====

Question: Among the records above, which one has the highest energy above the lowest of the compared OMol25 structures with the same formula, charge and spin?
Answer: C5H6FNO